[1]
DFT (ωB97M-V with the def2-TZVPD basis set) results for C4H6N2 in the gas phase.

Positions of all 12 atoms, in Å:
C -1.64 0.44 0.26
C -0.18 0.24 0.05
C 0.95 1.01 0.02
N 2.06 0.24 -0.20
C 1.64 -0.99 -0.30
N 0.29 -1.05 -0.18
H -1.93 0.26 1.29
H -1.87 1.49 0.08
H -2.22 -0.08 -0.50
H 1.05 2.08 0.14
H 2.22 -1.83 -0.55
H -0.35 -1.82 -0.13

The value obtained for the molar mass is 82.1 g mol⁻¹. For the HOMO-LUMO gap, the calculation gives 9.471 eV. The LUMO energy comes out at 0.88 eV. The calculation puts the energy above the lowest of the compared OMol25 structures with the same formula, charge and spin at 14.4 kJ/mol. The total charge is 0. The HOMO energy is -8.59 eV.

List of Löwdin charges in e, atom by atom: C -0.040; C -0.314; C -0.131; N 0.042; C -0.215; N 0.077; H 0.076; H 0.079; H 0.075; H 0.100; H 0.102; H 0.149

[2]
DFT (ωB97M-V with the def2-TZVPD basis set) results for C4H6N2 in the gas phase.

Positions of all 12 atoms, in Å:
C 1.22 -0.43 -0.05
C 0.96 0.90 -0.23
N -0.42 1.23 0.04
C -1.63 0.34 0.00
N -1.40 -0.86 -0.24
C 0.10 -1.28 0.02
H 2.38 -0.62 0.06
H 1.68 1.79 0.05
H -0.67 2.10 -0.15
H -2.73 0.66 0.06
H 0.07 -1.59 1.11
H 0.44 -2.24 -0.68

The value obtained for the molar mass is 82.1 g mol⁻¹. For the HOMO-LUMO gap, the calculation gives 8.795 eV. The LUMO energy comes out at 0.96 eV. The calculation puts the energy above the lowest of the compared OMol25 structures with the same formula, charge and spin at 355.4 kJ/mol. The total charge is 0. The HOMO energy is -7.84 eV.

List of Löwdin charges in e, atom by atom: C -0.199; C -0.129; N -0.004; C -0.184; N 0.028; C -0.235; H 0.142; H 0.146; H 0.022; H 0.139; H 0.121; H 0.153

[3]
DFT (ωB97M-V with the def2-TZVPD basis set) results for C4H6N2 in the gas phase.

Positions of all 12 atoms, in Å:
N -2.77 -0.47 -0.18
C -1.74 0.09 0.15
C -0.49 0.76 0.23
N 0.56 -0.08 -0.40
C 1.56 -0.80 0.33
C 2.03 0.39 -0.23
H -0.64 1.71 -0.39
H -0.40 1.03 1.25
H 1.68 -1.54 -0.54
H 1.60 -1.28 1.47
H 2.55 1.10 0.72
H 2.48 0.17 -1.24

The value obtained for the molar mass is 82.1 g mol⁻¹. For the HOMO-LUMO gap, the calculation gives 10.750 eV. The LUMO energy comes out at 0.78 eV. The calculation puts the energy above the lowest of the compared OMol25 structures with the same formula, charge and spin at 471.6 kJ/mol. The total charge is 0. The HOMO energy is -9.97 eV.

List of Löwdin charges in e, atom by atom: N 0.131; C -0.204; C -0.228; N -0.088; C -0.295; C -0.171; H 0.150; H 0.100; H 0.125; H 0.180; H 0.188; H 0.113

[4]
DFT (ωB97M-V with the def2-TZVPD basis set) results for C4H6N2 in the gas phase.

Positions of all 12 atoms, in Å:
N 0.51 1.68 -2.17
C 0.83 1.32 -1.15
C 0.94 0.80 0.19
C -0.34 0.04 0.51
C -0.70 -1.10 -0.57
N -0.14 -0.97 1.46
H 1.81 0.17 0.20
H 1.11 1.66 0.83
H -1.24 0.68 0.64
H -0.07 -1.84 -1.15
H -1.74 -1.26 -0.94
H -0.93 -1.06 2.10

The value obtained for the molar mass is 82.1 g mol⁻¹. For the HOMO-LUMO gap (alpha / beta), the calculation gives 9.087 / 9.428 eV. The LUMO energy (alpha / beta) comes out at -0.29 / -0.20 eV. The calculation puts the energy above the lowest of the compared OMol25 structures with the same formula, charge and spin at 401.4 kJ/mol. The total charge is 0. The HOMO energy (alpha / beta) is -9.38 / -9.63 eV.

List of Löwdin charges in e, atom by atom: N 0.157; C -0.266; C -0.155; C -0.531; C 0.131; N 0.091; H 0.121; H 0.117; H 0.144; H 0.079; H 0.064; H 0.048